Molecular formula: C37H46N2NaP2
Method: DFT, ωB97M-V/def2-TZVPD

The value obtained for the total energy is -65090.0483 eV. The calculation puts the LUMO energy at 2.17 eV. For the energy relative to the best compared isomer or geometry (same formula, charge and spin), the calculation gives 0.0 kJ/mol. Its net charge is -1. The HOMO energy is -3.645 eV.

XYZ file:
```
88
Properties=species:S:1:pos:R:3:forces:R:3
Na 0.685 0.533 0.557 -0.4 -0.3 -0.1
C 1.593 4.786 -1.534 0.6 0.1 0.2
C 0.848 3.810 -0.679 -0.8 0.3 0.6
C 1.685 3.225 0.446 1.3 0.2 -1.3
P -0.037 2.470 -1.556 -0.5 -0.7 -0.2
C -1.417 3.447 -2.388 0.7 -0.8 -0.2
C -1.707 3.021 -3.837 -0.3 0.7 0.9
C -2.585 3.244 -1.435 -0.6 0.2 -0.5
C 1.061 1.902 -2.872 0.3 0.4 -1.1
C 1.441 2.685 -3.986 -1.2 0.7 1.9
C 2.239 2.214 -4.980 0.5 0.2 -0.6
C 2.581 0.863 -5.022 -1.3 -0.2 1.0
C 2.121 0.019 -4.011 0.6 1.3 -0.3
C 1.541 0.562 -2.816 0.2 -0.3 1.0
N 1.452 -0.111 -1.631 0.3 0.0 -1.1
C 2.177 -1.271 -1.479 -0.5 -1.7 -0.3
C 3.588 -1.358 -1.718 -1.2 -0.8 1.2
C 4.303 -2.447 -1.211 0.2 1.5 -0.9
C 3.636 -3.497 -0.623 0.7 -1.6 0.5
C 2.272 -3.560 -0.532 -1.1 1.2 0.9
C 1.494 -2.483 -1.015 1.2 0.2 -0.2
P -0.297 -2.527 -1.175 -1.6 1.6 1.0
C -1.033 -3.730 0.045 0.1 0.3 -0.7
C -0.675 -3.337 1.459 -0.4 0.4 0.7
C -0.668 -5.168 -0.301 0.5 -0.6 0.2
C -0.797 -3.390 -2.730 1.0 0.6 -0.9
C -1.365 -2.337 -3.690 -1.2 0.5 -0.1
C 0.370 -4.100 -3.437 0.1 -0.1 0.2
H 1.954 5.606 -0.902 0.1 0.1 -0.3
H 2.429 4.308 -2.033 0.3 0.0 -0.1
H 0.939 5.169 -2.300 -0.2 0.4 -0.3
H 0.033 4.398 -0.223 0.0 -0.3 0.1
H 2.458 2.555 -0.002 -0.5 0.1 0.4
H 2.244 4.024 0.915 0.2 0.2 0.4
H 1.101 2.736 1.189 -0.5 -0.5 0.7
H -1.094 4.487 -2.428 -0.2 0.2 0.2
H -2.115 2.016 -3.876 0.3 -0.3 -0.2
H -2.458 3.697 -4.220 -0.6 0.2 -0.2
H -0.839 3.207 -4.449 0.1 -0.6 -0.3
H -2.784 2.178 -1.239 0.0 0.3 -0.3
H -2.332 3.664 -0.473 -0.1 0.3 0.4
H -3.502 3.729 -1.827 0.3 -0.2 0.3
H 1.058 3.731 -3.995 0.6 -0.8 -0.2
H 2.574 2.925 -5.705 0.2 0.1 -0.6
H 3.094 0.484 -5.879 0.4 -0.4 -0.3
H 2.365 -1.013 -4.067 0.1 -0.8 0.1
H 4.002 -0.513 -2.220 0.7 0.4 0.0
H 5.402 -2.414 -1.210 -0.5 -0.2 -0.3
H 4.196 -4.373 -0.299 0.1 0.3 0.3
H 1.776 -4.243 0.191 0.6 -0.1 -1.2
H -2.133 -3.573 -0.091 0.8 -0.1 0.1
H 0.404 -3.346 1.658 -0.2 -0.1 -0.1
H -1.027 -2.305 1.674 0.2 -0.6 0.0
H -1.164 -4.054 2.144 0.2 0.4 0.0
H 0.274 -5.203 -0.866 -0.7 -0.2 -0.3
H -0.374 -5.704 0.603 -0.5 -0.3 0.2
H -1.483 -5.700 -0.821 0.5 0.1 0.2
H -1.608 -4.063 -2.458 0.1 -0.2 0.0
H -0.642 -1.512 -3.938 -0.7 -0.8 0.3
H -1.655 -2.881 -4.603 0.2 0.4 -0.1
H -2.337 -1.890 -3.289 1.4 -0.3 -0.4
H 1.053 -3.333 -3.831 0.0 -0.2 0.2
H 0.940 -4.716 -2.718 -0.2 0.1 -0.6
H 0.061 -4.689 -4.318 -0.1 0.0 0.4
N -0.274 0.592 2.597 0.7 0.1 -1.3
C -0.853 0.494 3.683 -0.4 -0.7 0.2
C -0.076 0.187 4.971 -0.6 -0.1 0.3
C -0.606 -0.372 6.155 1.1 0.4 0.2
C 0.169 -0.380 7.332 -0.5 -0.1 -1.2
C 1.446 0.158 7.289 0.8 -0.3 0.6
C 2.028 0.582 6.097 -0.9 -0.4 -0.9
C 1.261 0.559 4.912 0.1 0.3 2.1
C -2.353 0.698 3.775 0.6 -0.1 0.4
C -3.156 0.412 2.652 0.0 0.6 1.4
C -4.516 0.661 2.736 -0.2 -0.3 -0.8
C -5.052 1.241 3.881 -0.8 -0.1 0.7
C -4.250 1.539 4.985 -0.4 -0.3 -0.8
C -2.893 1.236 4.943 -1.2 0.4 0.1
H -1.601 -0.779 6.194 -0.3 0.0 -0.2
H -0.227 -0.845 8.230 0.1 0.2 0.0
H 2.046 0.164 8.205 -0.2 0.0 -0.3
H 3.069 0.867 6.064 0.1 0.2 0.1
H 1.582 0.940 3.967 0.4 0.1 -0.4
H -2.680 0.040 1.764 0.1 -0.2 -0.2
H -5.145 0.364 1.872 0.2 0.4 0.7
H -6.140 1.365 4.018 0.6 0.1 -0.4
H -4.727 1.969 5.860 0.2 0.0 0.0
H -2.366 1.453 5.869 0.5 -0.1 -0.5
```
Forces are in eV/Å.

Here are the Löwdin charges for atoms 1 to 2, given in e: 0.243 -0.132

Molecular formula: C37H46N4Pt
Method: DFT, ωB97M-V/def2-TZVPD

The value obtained for the total energy is -48315.4294 eV. The calculation puts the LUMO energy (alpha / beta) at 4.04 / 4.03 eV. The multiplicity is 3. Its net charge is -2. The HOMO energy (alpha / beta) is 2.260 / 1.039 eV. As for the expectation value of S²: 2.01.

XYZ file:
```
88
Properties=species:S:1:pos:R:3:forces:R:3
Pt 0.333 -0.393 0.101 1.2 -0.3 0.1
N 3.222 1.815 1.325 1.8 0.6 0.5
N -0.317 2.170 0.409 -0.2 0.2 -0.4
C -1.887 -1.670 1.410 0.1 -0.1 1.1
C -1.471 -0.806 2.446 -0.5 -1.1 -0.5
C -0.061 -0.859 2.568 0.2 -1.2 -1.1
C 0.796 -0.278 3.630 0.2 0.1 0.2
H 0.274 0.522 4.167 0.1 0.0 0.1
H 1.716 0.158 3.215 -0.1 -0.1 0.1
H 1.095 -1.044 4.365 0.0 0.1 0.0
C 0.437 -1.873 1.639 -1.0 0.1 0.1
C 1.589 -2.766 1.968 0.0 0.1 0.2
H 1.356 -3.345 2.878 0.1 -0.1 -0.1
H 2.493 -2.182 2.189 0.0 -0.2 -0.1
H 1.790 -3.476 1.160 0.1 0.1 0.0
C -0.724 -2.258 0.802 0.6 0.6 1.2
C -0.697 -3.389 -0.165 0.0 -0.3 -0.2
H 0.232 -3.365 -0.747 -0.2 -0.1 0.1
H -1.527 -3.312 -0.877 0.1 -0.1 0.0
H -0.772 -4.363 0.340 0.0 -0.1 -0.1
C -2.358 -0.020 3.342 -0.2 0.2 0.1
H -2.616 -0.592 4.247 -0.1 0.1 0.0
H -3.301 0.239 2.846 0.1 -0.1 0.1
H -1.867 0.908 3.669 -0.2 -0.1 0.0
C -3.286 -2.028 1.079 -0.3 0.2 -0.1
H -3.352 -2.468 0.075 -0.1 0.1 0.1
H -3.934 -1.141 1.097 -0.1 -0.2 0.0
H -3.700 -2.757 1.798 -0.1 0.0 -0.2
C 4.448 2.197 0.941 -0.5 -0.2 -0.6
H 5.257 2.043 1.666 -0.2 -0.1 -0.3
C 4.729 2.713 -0.334 0.6 0.0 0.6
H 5.762 2.899 -0.616 -0.1 0.1 0.0
C 3.654 3.023 -1.176 -1.2 -0.3 0.5
H 3.817 3.447 -2.159 0.0 0.0 0.0
C 2.365 2.778 -0.713 0.9 0.3 -0.9
H 1.478 2.999 -1.304 0.3 0.0 0.0
C 2.194 2.130 0.524 -2.7 -0.7 0.9
C 0.894 1.643 1.018 2.0 2.1 -0.4
H 0.842 1.630 2.112 -0.1 -0.2 -0.5
C -1.013 1.171 -0.167 -0.8 -0.6 0.3
C -1.047 3.353 0.423 0.8 -0.2 0.2
H -0.643 4.270 0.816 0.0 0.1 -0.1
C -2.227 3.062 -0.138 -1.0 0.0 0.1
H -3.069 3.691 -0.373 0.1 0.1 0.1
N -2.261 1.679 -0.403 -0.4 1.0 -0.4
C -3.483 0.978 -0.697 0.2 0.4 -0.1
C -4.631 1.239 0.078 0.0 -0.4 -0.5
C -5.833 0.605 -0.269 0.4 0.0 -0.2
H -6.728 0.816 0.319 0.2 -0.1 -0.1
C -5.913 -0.282 -1.340 0.3 0.1 0.0
C -7.224 -0.892 -1.737 -0.2 -0.1 0.0
H -7.081 -1.907 -2.125 -0.1 0.1 0.1
H -7.719 -0.308 -2.527 0.1 -0.1 0.1
H -7.907 -0.932 -0.883 0.0 -0.1 -0.1
C -4.754 -0.550 -2.069 -0.1 0.4 0.3
H -4.789 -1.255 -2.901 0.0 0.2 0.1
C -3.549 0.102 -1.787 -0.3 -0.1 0.1
C -2.384 -0.126 -2.686 0.1 -0.5 -0.5
H -1.903 0.814 -2.974 0.0 -0.2 0.2
H -2.735 -0.609 -3.608 0.0 0.1 0.1
H -1.642 -0.799 -2.230 0.0 0.4 0.0
C -4.640 2.149 1.265 -0.3 0.3 0.6
H -4.667 3.210 0.979 0.1 -0.3 0.1
H -3.796 1.993 1.948 -0.1 0.1 -0.4
H -5.558 1.953 1.838 0.2 0.1 -0.1
C 4.997 -0.925 1.402 -0.1 -0.1 -0.1
N 4.810 -0.775 -0.073 0.0 0.1 -0.1
C 6.046 -1.280 -0.752 -0.1 0.1 0.2
C 3.527 -1.439 -0.598 0.4 -0.3 0.3
C 2.882 -0.632 -1.677 -0.2 0.7 -1.2
C 3.626 -0.274 -2.817 0.0 -0.1 0.1
C 3.056 0.436 -3.870 0.1 -0.1 -0.1
C 1.713 0.793 -3.804 -0.2 0.0 0.4
C 0.990 0.497 -2.648 0.4 0.4 -1.2
C 1.534 -0.214 -1.589 0.0 -0.8 1.3
H 5.077 -1.994 1.626 0.0 0.2 0.0
H 4.157 -0.461 1.927 0.0 -0.1 -0.2
H 5.929 -0.415 1.671 -0.1 -0.2 0.0
H 4.719 0.240 -0.267 0.0 -0.3 0.1
H 6.128 -2.352 -0.524 0.1 0.3 -0.1
H 5.986 -1.123 -1.831 0.1 -0.1 0.3
H 6.900 -0.722 -0.349 -0.1 -0.2 -0.1
H 3.845 -2.433 -0.943 0.0 0.2 0.1
H 2.857 -1.569 0.256 -0.1 0.3 -0.3
H 4.670 -0.570 -2.907 -0.3 0.1 -0.1
H 3.653 0.697 -4.742 0.0 -0.1 0.1
H 1.221 1.304 -4.632 0.2 0.1 0.1
H -0.027 0.857 -2.543 0.2 -0.1 -0.2
```
Forces are in eV/Å.

Here are the Löwdin charges for atoms 1 to 2, given in e: 1.005 0.077

Molecular formula: C37H46N5O3PPdS
Method: DFT, ωB97M-V/def2-TZVPD

The value obtained for the total energy is -76274.4333 eV. The calculation puts the LUMO energy (alpha / beta) at -8.94 / -11.65 eV. The multiplicity is 5. For the energy relative to the best compared isomer or geometry (same formula, charge and spin), the calculation gives 0.0 kJ/mol. Its net charge is +4. The HOMO energy (alpha / beta) is -17.865 / -17.917 eV. As for the expectation value of S²: 6.02.

XYZ file:
```
94
Properties=species:S:1:pos:R:3:forces:R:3
Pd -0.280 0.754 0.316 -0.1 0.0 -0.1
C -3.186 0.535 0.737 0.0 0.0 0.0
C -3.389 1.718 -0.203 0.0 0.0 0.0
C -2.551 1.801 -1.458 0.0 0.0 0.0
C -3.136 2.268 -2.629 0.0 0.0 0.0
C -2.374 2.430 -3.773 0.0 0.0 0.0
C -1.024 2.107 -3.731 0.0 0.0 0.0
C -0.504 1.638 -2.545 0.0 0.0 0.0
N -1.246 1.488 -1.434 0.0 0.0 0.0
N -2.004 0.619 1.641 0.0 0.1 0.0
C -1.994 1.845 2.486 0.0 0.0 0.0
C -1.330 3.039 1.850 0.0 0.0 0.0
C -1.673 4.331 2.212 0.0 0.0 0.0
C -0.986 5.394 1.645 0.0 0.0 0.0
C 0.023 5.137 0.726 0.0 0.0 0.0
C 0.306 3.825 0.406 0.0 0.0 0.0
N -0.350 2.801 0.968 0.0 0.0 0.0
C -1.908 -0.607 2.482 0.0 0.0 0.0
C -0.650 -1.422 2.284 0.0 0.0 0.0
C -0.502 -2.618 2.972 0.0 0.0 0.0
C 0.662 -3.348 2.817 0.0 0.0 0.0
C 1.653 -2.871 1.966 0.0 0.0 0.0
C 1.438 -1.679 1.312 0.0 0.0 0.0
N 0.310 -0.961 1.469 0.0 0.1 0.0
H -3.086 -0.392 0.167 0.0 0.0 0.0
H -4.077 0.442 1.367 0.0 0.0 0.0
H -3.306 2.663 0.340 0.0 0.0 0.0
H -4.432 1.676 -0.519 0.0 0.0 0.0
H -4.189 2.516 -2.634 0.0 0.0 0.0
H -2.824 2.805 -4.682 0.0 0.0 0.0
H -0.385 2.222 -4.595 0.0 0.0 0.0
H 0.544 1.373 -2.467 0.0 0.0 0.0
H -1.432 1.613 3.392 0.0 0.0 0.0
H -3.012 2.092 2.799 0.0 0.0 0.0
H -2.471 4.502 2.923 0.0 0.0 0.0
H -1.243 6.412 1.910 0.0 0.0 0.0
H 0.571 5.939 0.252 0.0 0.0 0.0
H 1.072 3.572 -0.316 0.0 0.0 0.0
H -2.779 -1.239 2.298 0.0 0.0 -0.1
H -1.963 -0.324 3.534 -0.1 0.0 0.0
H -1.289 -2.962 3.631 0.0 0.0 0.0
H 0.800 -4.278 3.354 0.0 0.0 0.0
H 2.574 -3.414 1.813 0.0 0.0 0.0
H 2.178 -1.266 0.638 0.0 0.0 0.0
C 5.470 5.175 3.409 0.0 0.0 0.0
C 4.105 4.555 3.508 0.0 0.0 0.0
O 3.871 3.718 2.288 0.0 0.0 0.0
P 3.733 2.174 2.198 0.2 0.1 0.1
O 4.901 1.361 2.811 0.0 0.0 0.0
C 5.486 1.371 4.195 0.0 0.0 0.0
C 6.671 0.451 4.183 0.0 0.0 0.0
O 3.630 1.791 0.699 0.0 0.0 0.0
C 4.847 1.541 -0.161 0.0 0.0 0.0
C 5.678 2.783 -0.308 0.0 0.0 0.0
H 5.634 5.794 4.293 0.0 0.0 0.0
H 5.547 5.814 2.531 0.0 0.0 0.0
H 6.260 4.425 3.374 0.0 0.0 0.0
H 3.307 5.291 3.477 0.0 0.0 0.0
H 3.976 3.923 4.386 0.0 0.0 0.0
H 4.694 1.037 4.862 0.0 0.0 0.0
H 5.760 2.399 4.413 0.0 0.0 0.0
H 6.379 -0.570 3.944 0.0 0.0 0.0
H 7.113 0.453 5.180 0.0 0.0 0.0
H 7.429 0.792 3.480 0.0 0.0 0.0
H 4.407 1.213 -1.098 0.0 0.0 0.0
H 5.386 0.719 0.303 0.0 0.0 0.0
H 5.108 3.602 -0.745 0.0 0.0 0.0
H 6.511 2.555 -0.976 0.0 0.0 0.0
H 6.106 3.104 0.642 0.0 0.0 0.0
N -1.373 -2.565 -2.602 -0.2 -0.2 -0.1
S -1.775 -4.119 -2.711 0.1 0.0 0.0
C -3.310 -4.335 -1.887 0.0 0.0 0.0
C -4.433 -3.628 -2.316 0.0 0.0 0.0
C -5.641 -3.896 -1.699 0.0 0.0 0.0
C -5.715 -4.855 -0.691 0.0 0.0 0.0
C -4.585 -5.552 -0.283 0.0 0.0 0.0
C -3.361 -5.297 -0.885 0.0 0.0 0.0
C -1.978 -4.656 -4.395 0.0 0.0 0.0
C -2.956 -5.602 -4.678 0.0 0.0 0.0
C -3.042 -6.081 -5.977 0.0 0.0 0.0
C -2.161 -5.630 -6.949 0.0 0.0 0.0
C -1.175 -4.701 -6.637 0.0 0.0 0.0
C -1.063 -4.215 -5.345 0.0 0.0 0.0
H -0.868 -2.319 -3.461 0.0 0.1 0.0
H -4.364 -2.917 -3.129 0.0 0.0 0.0
H -6.535 -3.379 -2.020 0.0 0.0 0.0
H -6.670 -5.072 -0.232 0.0 0.0 0.0
H -4.660 -6.310 0.484 0.0 0.0 0.0
H -2.476 -5.852 -0.601 0.0 0.0 0.0
H -3.640 -5.955 -3.919 0.0 0.0 0.0
H -3.801 -6.811 -6.224 0.0 0.0 0.0
H -2.235 -6.013 -7.958 0.0 0.0 0.0
H -0.483 -4.367 -7.397 0.0 0.0 0.0
H -0.265 -3.523 -5.104 0.0 0.0 0.0
```
Forces are in eV/Å.

Here are the Löwdin charges for atoms 1 to 2, given in e: 1.089 -0.147

Question: Look up the net charge of the first one.
Answer: -1

Question: What is the net charge in the third record?
Answer: +4